(1)
The following is a quantum chemistry calculation of a 9-piece molecular cluster, C5H26N3O8 overall at a distorted geometry, from the OMol25 dataset.

Calculated values
Net charge: 0
2S+1: 2
Relative energy (zero: lowest compared OMol25 entry of this formula, charge and spin): 169.7 kJ/mol
Lowest unoccupied orbital energy (spin up / spin down): -0.0686 / -0.1162 eV
HOMO energy (spin up / spin down): -2.8 / -7.1 eV
Electronic energy: -972.1209 a.u.
HOMO-LUMO gap (spin up / spin down): 2.74 / 7.03 eV

Positions of all 42 atoms, in Å:
C -0.26411 0.66561 -3.24619
C -1.69050 0.85535 -2.70169
C -1.88327 0.67684 -1.28124
C -1.68200 1.62580 -0.32807
N -1.83738 1.02495 1.00589
C -2.00499 -0.31599 0.75116
N -1.99928 -0.56776 -0.64053
N 0.72284 1.47318 -2.58318
H 0.05848 -0.40524 -3.00386
H 0.01998 0.68686 -4.34040
H -2.18608 1.87233 -3.00675
H -2.45295 0.33159 -3.27550
H -1.35112 2.65505 -0.51036
H -1.55472 1.68445 1.82949
H -2.02554 -1.11264 1.44602
H -2.25958 -1.40759 -1.07684
H 0.67414 1.26113 -1.58958
H 0.80349 2.38641 -2.76593
H -0.82814 -1.73117 3.69616
H -1.03035 -2.86772 2.81112
O -1.57971 -2.16229 3.25702
H 1.78942 0.83297 1.64655
H 2.64249 0.62750 3.05606
O 1.95678 1.14620 2.52220
H 0.10144 1.26799 2.91848
H -0.17678 2.68468 3.52684
O -0.59117 1.86553 3.21813
H 2.38107 -1.88288 -2.59684
H 2.02340 -0.42452 -2.03726
O 2.36231 -1.27163 -1.74945
H 1.02466 -1.28632 1.26475
H 0.77863 -2.68440 1.39114
O 0.32986 -1.84868 1.43523
H 1.65980 2.51045 0.31609
H 0.38789 3.02381 1.12809
O 0.75678 2.28844 0.61833
H -0.39554 -2.63975 -0.94519
H -0.81978 -4.14432 -0.87989
O -1.13245 -3.27116 -0.99267
H 3.63576 -1.36415 1.08916
H 2.89556 -1.12179 -0.17027
O 2.74065 -0.93710 0.79377

Atom charges from the Mulliken analysis, given in e for atoms 1 to 8: -0.289 -1.300 0.516 -0.570 -0.110 -1.314 0.062 -0.489



(2)
The following is a quantum chemistry calculation of C27H43Cl2F9LuN3O5Si as an isolated structure at a distorted geometry, from the OMol25 dataset.

Calculated values
Net charge: 0
2S+1: 1
Lowest unoccupied orbital energy (spin up / spin down): 0.2204 / -1.8260 eV
HOMO energy (spin up / spin down): -8.8 / -6.3 eV
Electronic energy: -4939.4792 a.u.
HOMO-LUMO gap (spin up / spin down): 9.00 / 4.47 eV

Positions of all 91 atoms, in Å:
C 2.87441 -4.03562 -2.67154
C 3.90830 -4.42912 -1.65469
H 3.34301 -3.82512 -3.63983
H 2.32917 -3.13806 -2.34527
H 2.13945 -4.84397 -2.82730
C 5.13421 -4.86040 -1.94961
C 5.62064 -5.13393 -3.33397
H 5.86212 -5.04809 -1.15267
H 5.29303 -4.36877 -4.04892
H 5.27332 -6.10878 -3.70613
H 6.71532 -5.15938 -3.33364
Lu -2.26913 2.04795 -0.59908
Cl -1.60037 -0.37546 -1.13072
C -1.87944 0.07200 1.82282
O -1.63151 1.23896 1.40934
N -1.33909 -0.44140 2.92446
C -0.38072 0.34092 3.69581
C -1.69040 -1.76448 3.43724
H -2.53598 -0.58910 1.23693
H -0.41480 1.38147 3.36172
H 0.63543 -0.06768 3.58550
H -0.63440 0.25735 4.75737
H -2.47808 -2.19871 2.80924
H -2.03260 -1.68040 4.47780
H -0.81896 -2.43515 3.45471
H -4.17902 5.76119 3.36260
H -6.85165 5.47282 1.89848
C -3.97032 5.83875 2.28562
C -6.10923 5.50824 1.08633
N -4.80410 4.94776 1.46333
H -2.91804 5.63481 2.10780
C -4.43629 3.73955 1.06228
O -3.26402 3.30787 1.07322
H -6.48387 4.90608 0.26951
H -5.38954 3.18276 0.62893
H -4.18404 6.88404 2.01258
H -5.98059 6.54366 0.74227
H 0.67655 2.47712 -4.46784
H 1.52652 1.28200 -2.25355
C 0.77540 3.45501 -3.97192
C 1.89129 2.30578 -2.06564
N 0.91681 3.29728 -2.52310
H -0.11459 4.06348 -4.15498
C -0.09150 3.68696 -1.75678
O -0.39990 3.17985 -0.61856
H 2.07794 2.43515 -0.99461
H -0.75767 4.43450 -2.20102
H 1.65859 3.96359 -4.37341
H 2.80845 2.47281 -2.64145
O 3.73200 -2.89669 0.17399
C 3.47989 -4.24928 -0.20065
C 5.33678 -4.92139 1.43314
C 4.15684 -5.23291 0.75378
H 5.77107 -3.92218 1.31970
C 5.94196 -5.89808 2.23649
H 2.39584 -4.44103 -0.17043
C 3.57581 -6.50281 0.88661
H 6.85390 -5.64259 2.77632
C 5.39158 -7.18003 2.33988
C 4.20685 -7.48126 1.65465
H 2.64336 -6.68940 0.34384
H 5.87743 -7.94256 2.95510
H 3.76885 -8.47740 1.72077
Si 2.92075 -1.84559 1.18328
Cl -2.24354 2.18960 -3.11934
C 4.22832 -0.68228 1.83437
C 2.18722 -2.84005 2.59431
C 1.64097 -0.94249 0.17388
H 5.11510 -1.23756 2.16953
H 3.84652 -0.10253 2.68599
H 4.54815 0.02334 1.05605
H 2.11404 -0.40866 -0.66411
H 1.09027 -0.20133 0.77031
H 0.89333 -1.62321 -0.25405
H 2.94891 -3.50135 3.03511
H 1.35116 -3.46898 2.25755
H 1.81895 -2.17562 3.38999
F -5.35077 4.08275 -4.52647
C -5.65521 3.68255 -3.26934
F -6.85186 4.26374 -2.97696
F -5.83224 2.34173 -3.24086
C -4.60838 4.07479 -2.26169
O -4.29113 3.24190 -1.35506
C -4.19358 5.53874 -2.28591
F -5.28726 6.31642 -2.53273
F -3.68217 5.99754 -1.10275
F -3.26061 5.80014 -3.24913
C -6.81345 2.57562 0.32485
F -7.69195 3.16683 -0.53370
F -6.33809 1.44034 -0.27334
F -7.55573 2.15509 1.39737

Atom charges from the Mulliken analysis, given in e for atoms 1 to 8: -1.323 0.172 0.392 0.212 0.266 0.115 -1.379 0.297



(3)
The following is a quantum chemistry calculation of a single C5H9NO molecule at a distorted geometry, from the OMol25 dataset.

Calculated values
Net charge: 0
2S+1: 1
Relative energy (zero: lowest compared OMol25 entry of this formula, charge and spin): 613.4 kJ/mol
Lowest unoccupied orbital energy (spin up / spin down): 0.7517 / -0.7221 eV
HOMO energy (spin up / spin down): -9.3 / -7.1 eV
Electronic energy: -325.7039 a.u.
HOMO-LUMO gap (spin up / spin down): 10.10 / 6.42 eV

Positions of all 16 atoms, in Å:
C 1.73384 0.84000 0.03494
C 1.09098 -0.45029 -0.57074
C -0.38223 -0.45292 -0.14014
C -0.96002 -1.12834 1.07878
C -1.34441 0.24122 -0.98002
N 0.81764 1.53697 0.60045
O 0.92987 2.61827 1.21914
H 2.81962 0.88347 -0.10804
H 1.31761 -0.40262 -1.59537
H 1.86170 -1.22837 -0.19015
H -0.47808 -0.74916 1.88627
H -0.70235 -2.12638 1.01393
H -1.95801 -0.91411 1.19008
H -1.61247 1.22476 -0.39632
H -2.36204 -0.30960 -1.16096
H -0.77166 0.41710 -1.88184

Atom charges from the Mulliken analysis, given in e for atoms 1 to 8: -0.190 -0.814 0.690 -1.462 -1.154 0.198 -0.497 0.381



(4)
The following is a quantum chemistry calculation of a 18-piece molecular cluster, C69H155N10O26 overall at a distorted geometry, from the OMol25 dataset.

Calculated values
Net charge: +3
2S+1: 1
Lowest unoccupied orbital energy: -5.5911 eV
HOMO energy: -13.3 eV
Electronic energy: -5225.1634 a.u.
HOMO-LUMO gap: 7.76 eV

Positions of all 260 atoms, in Å:
C -26.74197 1.66705 -6.36271
C -27.33304 1.56441 -7.71181
O -27.72302 2.60185 -8.23235
N -27.47268 0.36747 -8.25343
H -29.27047 3.32207 -8.15401
H -27.05847 -0.40045 -7.73770
C -28.02319 0.06641 -9.59206
H -27.51361 2.02044 -5.58859
H -25.97553 2.38662 -6.42470
H -26.39893 0.74611 -5.88279
H -27.38584 -0.49470 -10.33046
H -28.45570 0.99886 -9.94586
H -28.77134 -0.70883 -9.45523
C -33.04281 5.97566 -12.91245
C -31.83056 6.74838 -12.54934
O -31.52974 6.99423 -11.38709
N -31.02431 7.06434 -13.57305
H -31.44171 6.74731 -14.43686
H -34.51386 10.61730 -10.78806
C -29.75821 7.72549 -13.43641
H -33.68041 5.94267 -12.07154
H -32.79443 4.98388 -13.30604
H -33.48649 6.43445 -13.82276
H -28.88507 7.01904 -13.31231
H -29.79935 8.46189 -12.63705
H -29.52184 8.15796 -14.37358
C -26.41112 9.18561 -18.98514
C -27.13371 9.00414 -17.62162
O -28.34066 8.84836 -17.61445
N -26.22753 8.81704 -16.54510
H -26.89681 4.26844 -13.70018
H -25.27984 8.42312 -16.80897
C -26.88266 8.49031 -15.27514
H -25.71307 10.02034 -18.95239
H -27.25491 9.53860 -19.69668
H -25.80569 8.30060 -19.28727
H -26.36715 7.62688 -14.68281
H -27.87553 8.04054 -15.57032
H -26.99469 9.40362 -14.79437
C -22.62156 5.49690 -10.80731
C -22.03709 4.18363 -11.36400
C -23.17808 3.22020 -11.47636
N -23.04673 1.96147 -12.26762
C -24.34318 1.26019 -12.11910
C -24.73756 0.18931 -13.05090
C -24.35609 0.66252 -14.52371
C -22.93797 1.20834 -14.68918
C -22.74762 2.32769 -13.67036
C -21.93082 1.04842 -11.80974
H -21.75707 6.03097 -10.42534
H -23.13030 5.27658 -9.86385
H -23.14818 6.10149 -11.52182
H -21.19689 3.81357 -10.72667
H -21.62357 4.38892 -12.43614
H -24.02868 3.70480 -12.04432
H -23.56275 2.84485 -10.47247
H -25.04787 2.07891 -12.29536
H -24.37636 0.93047 -11.05234
H -25.84042 0.05418 -12.96917
H -24.20798 -0.74588 -12.89725
H -25.09161 1.43860 -14.86951
H -24.59764 -0.13607 -15.21533
H -22.78692 1.59009 -15.72208
H -22.25219 0.39368 -14.43735
H -23.49790 3.12255 -13.89530
H -21.76648 2.65522 -13.68376
H -22.11485 0.70557 -10.79277
H -21.03607 1.57929 -11.95210
H -21.89065 0.12814 -12.39540
C -30.39170 0.32858 -5.62584
C -30.66918 1.49671 -4.67494
C -31.63461 2.43893 -5.27508
N -31.80986 3.84082 -4.65711
C -30.43464 4.29615 -4.44363
C -30.34668 5.67612 -3.82877
C -31.04321 6.74007 -4.64439
C -32.46216 6.32375 -4.99922
C -32.43743 4.89600 -5.52405
C -32.58779 3.80020 -3.41716
H -31.27724 -0.27368 -5.76418
H -29.57496 -0.21851 -5.14049
H -30.10186 0.76449 -6.60486
H -29.73015 2.10236 -4.51126
H -31.01594 0.99856 -3.76200
H -32.64346 1.97636 -5.32453
H -31.45167 2.62578 -6.34722
H -29.94664 4.19278 -5.43698
H -30.00309 3.56891 -3.72547
H -29.31774 6.04416 -3.78232
H -30.74665 5.61478 -2.77665
H -30.45519 6.80500 -5.61539
H -31.13584 7.59787 -3.98577
H -32.97699 7.00544 -5.65593
H -33.08851 6.41982 -4.10181
H -31.89467 5.05033 -6.48310
H -33.40375 4.55541 -5.84237
H -33.60073 3.33472 -3.58854
H -32.67989 4.78597 -3.01290
H -32.02862 3.22150 -2.69320
C -33.16611 14.75954 -8.94482
C -33.11907 14.54814 -10.47493
C -31.65252 14.12864 -10.74211
N -31.15528 14.21115 -12.15704
C -31.12387 15.63004 -12.57627
C -30.37595 15.81631 -13.87645
C -28.94847 15.28254 -13.77683
C -29.06715 13.78128 -13.46777
C -29.78628 13.60887 -12.15833
C -31.95917 13.26581 -13.00968
H -34.22414 14.82427 -8.71267
H -32.55772 15.59369 -8.56688
H -32.90295 13.88116 -8.45307
H -33.19421 15.53742 -11.03252
H -33.89036 13.82073 -10.77896
H -31.47475 13.15584 -10.40597
H -30.96936 14.74050 -10.08565
H -30.57477 16.13501 -11.72582
H -32.17012 15.96038 -12.64962
H -30.40566 16.90642 -14.00575
H -30.90512 15.28365 -14.66762
H -28.38755 15.79588 -12.94439
H -28.48355 15.39608 -14.76759
H -28.15085 13.13049 -13.35055
H -29.70431 13.31370 -14.24884
H -29.13524 14.05967 -11.33356
H -29.89073 12.55391 -11.84502
H -31.88002 12.24952 -12.59213
H -31.65934 13.22270 -14.00203
H -32.99898 13.47407 -12.92395
C -23.41657 11.51430 -10.59057
C -23.48346 10.10779 -10.05068
C -24.92751 9.92287 -9.64245
N -25.60427 8.64947 -10.04960
C -24.97409 7.59222 -9.29008
C -25.55529 6.25936 -9.30140
C -27.00416 6.28861 -8.79994
C -27.76587 7.44089 -9.46012
C -27.01487 8.77721 -9.45844
C -25.65415 8.46473 -11.56914
H -24.01883 11.60258 -11.53023
H -22.38905 11.57355 -10.86779
H -23.82833 12.27331 -9.91414
H -22.86113 9.87920 -9.19940
H -23.20408 9.33918 -10.82649
H -25.54370 10.63681 -10.17200
H -25.06468 9.99596 -8.55637
H -24.94975 7.95226 -8.26742
H -23.95864 7.55547 -9.70152
H -24.97218 5.52051 -8.72654
H -25.56104 5.73922 -10.32281
H -26.96154 6.47659 -7.72944
H -27.34032 5.29032 -9.01759
H -28.71748 7.48710 -8.90919
H -28.01975 7.15124 -10.52805
H -26.79879 9.16649 -8.45805
H -27.45500 9.59911 -9.98975
H -25.93954 7.45780 -11.92567
H -24.65231 8.62003 -11.97996
H -26.31313 9.25944 -11.96892
C -22.91641 13.84474 -13.69149
C -21.38974 13.60224 -13.66690
C -21.12958 12.20564 -14.29610
N -19.82429 11.48437 -14.00155
C -18.68236 12.36305 -14.10717
C -17.32561 11.76334 -13.68420
C -17.50107 11.28677 -12.26077
C -18.66204 10.34511 -12.15190
C -19.92899 10.98901 -12.57097
C -19.75962 10.41142 -14.92471
H -23.46123 12.93056 -13.88789
H -23.06231 14.56923 -14.45835
H -23.16409 14.21368 -12.67597
H -21.04232 13.60631 -12.64394
H -20.76255 14.33688 -14.16085
H -21.17949 12.24350 -15.38995
H -21.87335 11.51539 -13.87010
H -18.77043 13.25439 -13.41657
H -18.58939 12.88993 -15.08240
H -16.54397 12.51743 -13.75913
H -17.12896 10.87441 -14.23017
H -17.81113 12.10293 -11.47609
H -16.57879 10.88948 -11.80439
H -18.81197 10.11310 -11.09868
H -18.35619 9.39131 -12.56646
H -20.16823 11.86949 -11.98303
H -20.77456 10.25009 -12.55615
H -18.76800 9.87276 -14.88193
H -19.87160 10.80985 -15.88926
H -20.56711 9.72451 -14.59725
C -29.28418 11.97598 -8.23197
C -29.61930 11.21381 -6.92595
C -31.13893 11.07035 -6.78051
O -31.74967 12.25239 -6.78817
C -32.78567 12.48586 -5.86257
N -29.10328 9.85861 -7.03132
H -29.71767 9.43263 -7.71339
H -25.99608 8.76243 -5.96984
H -29.14871 9.46629 -6.07896
H -29.37846 13.02271 -8.11267
H -30.02488 11.76600 -9.02632
H -28.23255 11.83610 -8.60018
H -29.12393 11.83273 -6.16797
H -31.26329 10.46612 -5.92230
H -31.58309 10.45594 -7.60594
H -33.73754 11.92742 -5.86407
H -33.16544 13.46117 -6.14037
H -32.33751 12.40344 -4.83266
C -22.77028 7.56116 -5.71611
C -22.76371 6.41603 -6.70137
C -21.45450 6.14865 -7.51610
O -21.38799 7.19267 -8.51422
C -20.08890 7.21299 -9.13635
N -22.96908 5.05067 -5.93326
H -23.84052 5.19091 -5.44655
H -23.08167 4.37406 -6.70636
H -22.16983 4.78784 -5.30886
H -23.73757 7.62204 -5.24538
H -22.50712 8.48679 -6.25551
H -22.13345 7.45304 -4.88679
H -23.61242 6.40344 -7.39017
H -21.46966 5.19437 -8.05525
H -20.53839 6.18506 -7.00199
H -20.09222 8.24149 -9.57875
H -19.83411 6.49692 -9.94817
H -19.36960 7.30362 -8.32790
O -25.68728 9.60980 -6.35956
C -27.20765 17.42524 -9.83190
O -27.81892 16.38692 -9.67736
O -26.71533 18.47303 -9.96363
H -26.39487 10.31423 -6.36662
O -22.42745 7.48422 -14.07151
C -22.90004 8.88403 -14.17258
O -23.17240 9.23318 -15.29965
O -23.02794 9.53370 -13.11785
H -22.30586 7.30032 -15.03042
O -28.15662 4.68663 -11.96617
C -27.24828 3.80194 -11.90572
O -26.96498 3.17282 -10.99045
O -26.51397 3.66212 -13.05578
H -28.70934 4.62785 -11.13550
O -22.15453 2.34270 -6.70708
C -22.51577 2.68273 -8.00231
O -21.98022 1.96039 -8.91559
O -23.34468 3.57967 -8.04618
H -21.56919 1.56360 -6.85662
O -30.99604 5.79488 -8.64825
C -30.38339 4.72415 -9.06061
O -30.09756 3.88516 -8.11533
O -30.03336 4.62694 -10.20259
H -31.35136 6.10801 -9.52154
O -32.83935 9.03296 -10.67730
C -32.54026 10.29509 -10.72200
O -33.73139 10.97699 -10.43103
O -31.52423 10.87069 -10.99852
H -32.17241 8.34589 -10.97631
O -27.29759 5.16768 -4.53099
C -26.44337 6.28573 -4.88914
O -26.99497 7.34187 -5.26090
O -25.25831 6.01774 -4.75593
H -26.97638 4.76488 -3.69375

Atom charges from the Mulliken analysis, given in e for atoms 1 to 8: -0.370 0.608 -0.442 -0.132 0.178 0.253 -0.729 -0.338